[1]
The following is a DFT calculation (ωB97M-V/def2-TZVPD) of a molecular structure, C18H26AlCaClF4MgN5O4.

Each line ends with the natural charge from an NBO analysis.
Positions of all 61 atoms, in Å:
Ca  -4.5451  2.3443  1.7244  0.82
Cl  3.6218  1.7984  -3.9759  -0.05
Al  6.4412  5.0380  1.5028  2.16
Mg  -1.0980  -1.1336  0.2682  0.49
F  5.4168  4.1109  2.5428  -0.80
F  7.8931  5.4310  2.2740  -0.78
F  5.5760  6.4363  1.0649  -0.79
F  6.7177  4.0954  0.1080  -0.79
O  -9.1350  -1.7311  -1.7211  -0.39
O  -2.5756  -3.1860  -1.1378  -0.34
O  -3.9762  -1.6489  -0.3486  -0.76
O  -4.6480  -3.7838  -0.2792  -0.63
N  5.7407  -0.7138  1.0568  -0.35
N  -0.7131  2.0998  0.5511  -0.40
N  -0.6638  0.7825  -1.3787  -0.64
N  1.2434  2.0002  -0.8327  -0.34
N  -2.4924  -4.4877  -1.3225  0.09
C  5.6939  -0.6822  2.2028  0.30
C  -1.9207  1.2769  0.5139  -0.28
C  3.3708  1.7897  -2.1821  -0.19
C  -7.1658  -1.8674  -0.4977  -0.56
C  -2.3148  -5.5291  -1.7406  0.59
C  0.0337  1.6442  -0.5227  0.71
C  4.2935  0.7356  -1.5630  -0.65
C  0.9023  0.8927  2.0097  -0.14
C  1.8905  2.8933  -0.0253  0.02
C  1.8845  1.4349  -2.0421  -0.24
C  1.8290  0.1703  2.2230  -0.09
C  -0.1188  1.9352  1.9368  -0.29
C  2.5485  3.3690  0.8460  -0.05
C  -2.0826  0.6323  -0.9137  -0.30
C  -3.8983  -2.8732  -0.5186  0.94
C  -2.1458  -6.8695  -2.2466  -0.74
C  -8.7365  -1.7055  -0.4772  -0.06
C  5.6782  -0.6447  3.6579  -0.73
H  -6.6981  -1.0554  -1.0506  0.20
H  -0.8906  1.7370  2.6735  0.24
H  5.5166  0.3717  4.0157  0.27
H  4.8891  -1.2810  4.0580  0.24
H  3.7391  -0.0978  -1.1361  0.20
H  1.7793  0.3542  -2.0578  0.24
H  -2.8215  1.1679  -1.4960  0.26
H  3.2115  3.8101  1.5718  0.32
H  -1.3524  -7.3869  -1.7080  0.29
H  -1.8878  -6.8399  -3.3052  0.30
H  4.9611  1.1312  -0.8044  0.27
H  1.3657  1.8083  -2.9231  0.23
H  0.3471  2.8759  2.2097  0.28
H  -2.8357  1.8034  0.8714  0.07
H  -6.8627  -2.8104  -0.9406  0.23
H  -8.9108  -0.7635  0.0949  0.15
H  -1.8767  0.3714  1.2079  0.18
H  -3.0709  -7.4347  -2.1301  0.30
H  -2.2275  -0.4898  -0.8490  0.19
H  6.6263  -0.9946  4.0617  0.27
H  3.6134  2.7948  -1.8578  0.26
H  2.6241  -0.4476  2.5615  0.26
H  -9.1061  -2.5052  0.1950  0.15
H  -6.7908  -1.8419  0.5312  0.22
H  4.9221  0.3058  -2.3346  0.25
H  -0.8088  1.3622  -2.2164  0.42

Computed properties:
multiplicity = 1
charge = +1
HOMO-LUMO gap = 2.1 eV
M = 579.25 g/mol
HOMO = -9.172 eV
total energy = -3255.36611 a.u.

[2]
The following is a DFT calculation (ωB97M-V/def2-TZVPD) of 2 unconnected molecules or ions with the total composition C16H30N2O6.

Each line ends with the natural charge from an NBO analysis.
Positions of all 54 atoms, in Å:
O  0.0783  0.1148  4.2231  -0.75
O  -2.0737  -2.6684  0.5604  -0.69
O  -1.7853  2.7546  -3.2727  -0.55
O  0.1620  1.0186  0.2078  -0.51
O  -1.2615  -1.6353  3.8466  -0.51
O  -0.9975  -3.8530  -1.0391  -0.69
N  3.9391  0.8443  0.9377  -0.81
N  -0.3296  -1.6596  -0.6506  -0.45
C  0.2347  -0.0047  1.1930  0.09
C  0.8799  -2.4811  1.4027  -0.43
C  -1.0162  -0.0612  2.0698  -0.58
C  -1.2600  -2.8698  -0.3274  0.87
C  2.0153  -2.2001  2.3969  -0.40
C  -1.1656  -0.5456  -1.2148  -0.26
C  -0.9621  0.8567  -0.6155  -0.10
C  -4.0462  3.1954  -3.8444  -0.43
C  -3.4786  2.1798  -4.8310  -0.43
C  -0.7787  -0.6420  3.4311  0.80
C  -1.9800  2.3638  -4.6399  -0.07
C  4.0381  0.4259  2.3553  -0.23
C  3.4006  -2.0168  1.7671  -0.42
C  0.6081  -1.2943  0.4722  -0.05
C  -3.0511  3.0985  -2.6991  -0.07
C  4.2779  -1.0720  2.5953  -0.41
H  -0.0045  -2.7485  1.9713  0.26
H  4.4853  0.1908  0.3857  0.34
H  5.3330  -1.2852  2.4237  0.20
H  -3.3333  2.3035  -1.9984  0.16
H  1.0812  0.2580  1.8208  0.22
H  -0.8407  1.5505  -1.4435  0.24
H  -1.5914  3.1605  -5.2816  0.17
H  -4.0199  4.1963  -4.2801  0.20
H  -0.9605  -0.4934  -2.2805  0.22
H  0.2525  -2.0075  -1.4050  0.44
H  4.8741  0.9931  2.7632  0.19
H  1.1748  -3.3100  0.7579  0.22
H  1.7538  -1.3605  3.0390  0.20
H  -3.7966  2.3397  -5.8595  0.22
H  4.0794  -1.2787  3.6483  0.21
H  -3.7731  1.1698  -4.5363  0.20
H  -2.2091  -0.8308  -1.1420  0.24
H  -1.3083  0.9795  2.2394  0.24
H  2.9820  0.6932  0.6357  0.34
H  -1.8709  -0.5363  1.5981  0.27
H  2.0533  -3.0715  3.0474  0.23
H  -1.8977  1.1514  -0.1338  0.17
H  -0.4882  0.6045  4.8332  0.50
H  -1.4138  1.4530  -4.8383  0.18
H  3.1592  0.7899  2.8864  0.19
H  -2.9566  4.0316  -2.1433  0.19
H  -5.0690  2.9856  -3.5370  0.22
H  3.9141  -2.9777  1.7816  0.21
H  1.5675  -1.0919  -0.0010  0.21
H  3.3753  -1.7076  0.7243  0.19

Computed properties:
multiplicity = 1
HOMO-LUMO gap = 9.9 eV
M = 346.42 g/mol
SMILES = NCCCCC[C@@H]1[C@H](CC(=O)O)OCC[N@@H+]1C(=O)[O-].C1CCOC1
HOMO = -9.556 eV
total energy = -1188.57531 a.u.